Record 1
52
Properties=species:S:1:pos:R:3:mulliken_charge:R:1 method="wB97M-V/def2-TZVPD" smiles="CCOC(=O)C1(S(=O)(=O)c2ccc(Cl)cc2)CCN(Cc2ccccc2)CC1" e_lumo_ha=0.01526 de_lowest_ev=1.112 energy_ha=-2028.7166 homo_lumo_gap_ev=9.0
C -0.296 4.578 1.921 -1.031
C -1.009 4.052 0.684 -0.317
H -2.084 4.247 0.730 0.330
H -0.597 4.488 -0.232 0.337
O -0.842 2.631 0.628 -0.312
C -0.148 2.124 -0.378 -0.390
O 0.201 2.739 -1.359 -0.613
C 0.260 0.701 -0.134 1.807
C 0.313 -0.145 -1.395 -1.255
C -0.971 -0.960 -1.510 -1.242
N -1.067 -1.938 -0.436 0.236
C -0.398 -1.515 0.787 -1.268
C -0.459 -0.002 1.009 -0.928
H -1.499 0.331 1.056 0.364
H 0.020 0.265 1.952 0.579
H 0.652 -1.819 0.739 0.290
H -0.857 -2.037 1.629 0.678
C -2.439 -2.368 -0.233 -0.938
C -2.509 -3.589 0.644 0.457
C -3.464 -3.700 1.644 -0.335
C -3.530 -4.837 2.431 -0.625
C -2.636 -5.873 2.228 -0.372
C -1.677 -5.768 1.234 -0.607
C -1.615 -4.635 0.445 -0.185
H -0.869 -4.540 -0.328 0.374
H -0.976 -6.574 1.074 0.380
H -2.685 -6.759 2.844 0.378
H -4.279 -4.912 3.206 0.376
H -4.163 -2.891 1.810 0.344
H -3.073 -1.567 0.188 0.296
H -2.846 -2.623 -1.219 0.462
H -0.987 -1.501 -2.462 0.530
H -1.830 -0.264 -1.508 0.410
H 1.162 -0.826 -1.336 0.461
H 0.433 0.501 -2.267 0.485
S 2.014 0.992 0.442 1.316
O 2.619 -0.294 0.658 -0.713
O 1.961 1.899 1.556 -0.679
C 2.890 1.812 -0.899 0.313
C 2.987 3.190 -0.895 -0.131
C 3.641 3.834 -1.929 -0.881
C 4.193 3.078 -2.954 0.331
C 4.116 1.692 -2.948 -0.849
C 3.457 1.057 -1.910 -0.335
H 3.399 -0.018 -1.866 0.453
H 4.566 1.122 -3.745 0.429
Cl 5.004 3.872 -4.248 -0.207
H 3.721 4.909 -1.946 0.432
H 2.558 3.744 -0.075 0.441
H 0.725 4.203 1.941 0.241
H -0.286 5.664 1.910 0.377
H -0.798 4.234 2.820 0.305

=====

Record 2
52
Properties=species:S:1:pos:R:3:mulliken_charge:R:1 method="wB97M-V/def2-TZVPD" smiles="COC(=O)C1=C(C)NC(C)=C(C(=O)OC[C@H]2CCCO2)[C@@H]1c1cccc(Cl)c1" e_lumo_ha=0.01354 de_lowest_ev=0.501 energy_ha=-1705.8040 homo_lumo_gap_ev=8.6
C 1.178 5.709 -0.988 -0.747
H 2.232 5.815 -0.721 0.296
H 0.908 6.415 -1.769 0.225
H 0.574 5.876 -0.093 0.306
O 0.929 4.417 -1.519 -0.296
C 1.196 3.391 -0.677 0.259
O 1.621 3.579 0.440 -0.609
C 0.936 2.063 -1.230 -0.933
C 0.492 1.792 -2.477 0.601
N 0.354 0.484 -2.879 -0.063
C 0.810 -0.598 -2.159 1.047
C 1.264 -0.410 -0.902 -1.003
C 1.766 -1.455 -0.008 -0.083
O 2.361 -1.228 1.023 -0.667
O 1.467 -2.701 -0.424 -0.256
C 1.734 -3.784 0.453 -0.861
H 2.066 -4.606 -0.186 0.441
H 2.521 -3.509 1.163 0.355
C 0.460 -4.204 1.212 -0.002
H 0.648 -5.200 1.635 0.391
C 0.037 -3.199 2.304 -0.269
H 0.256 -3.580 3.299 0.436
C -1.461 -3.018 2.058 -0.352
H -1.817 -2.028 2.331 0.046
C -1.548 -3.280 0.558 0.149
H -2.530 -3.613 0.220 0.422
O -0.634 -4.332 0.315 -0.507
H -1.258 -2.379 -0.003 -0.297
H -2.033 -3.772 2.599 0.330
H 0.558 -2.252 2.176 -0.027
C 1.180 0.948 -0.234 0.752
C 0.058 0.900 0.784 0.214
C 0.302 1.089 2.136 0.152
C -0.732 1.005 3.052 -0.792
C -2.022 0.726 2.635 -0.341
C -2.259 0.537 1.284 -0.225
C -1.235 0.622 0.358 -0.147
H -1.446 0.472 -0.690 0.354
Cl -3.863 0.167 0.738 -0.245
H -2.833 0.655 3.344 0.477
H -0.535 1.154 4.103 0.413
H 1.306 1.304 2.466 0.475
H 2.111 1.146 0.309 0.975
C 0.772 -1.899 -2.893 -1.257
H 0.032 -2.563 -2.449 0.118
H 1.732 -2.404 -2.824 0.327
H 0.526 -1.747 -3.942 0.456
H 0.050 0.316 -3.827 0.287
C 0.138 2.805 -3.518 -1.237
H -0.627 3.480 -3.144 0.238
H 1.006 3.411 -3.767 0.265
H -0.227 2.321 -4.423 0.406

=====

Record 3
69
Properties=species:S:1:pos:R:3:mulliken_charge:R:1 method="wB97M-V/def2-TZVPD" e_lumo_ha=0.15796 total_charge=-2 de_lowest_ev=3.478 energy_ha=-4004.8172 homo_lumo_gap_ev=6.8
In -0.239 -0.472 -1.154 1.415
N 1.736 -1.899 -0.653 -0.262
C 3.063 -1.477 -1.057 -0.732
C 3.156 0.077 -1.055 0.410
O 4.286 0.566 -0.913 -0.838
O 2.057 0.674 -1.195 -0.233
H 1.591 -1.803 0.349 0.212
H 1.444 -2.817 -0.956 0.245
H 3.263 -1.804 -2.079 0.247
H 3.858 -1.853 -0.408 0.329
C -4.242 -0.614 -6.408 -1.342
C -3.823 -1.269 -5.119 1.221
C -3.318 -2.565 -5.086 -0.861
C -2.816 -3.101 -3.911 -0.949
C -2.827 -2.342 -2.753 0.073
C -3.385 -1.070 -2.757 -0.215
C -3.879 -0.542 -3.936 -0.661
S -1.965 -2.942 -1.304 1.140
O -2.517 -4.240 -0.947 -0.808
O -0.566 -3.024 -1.763 -0.669
N -2.218 -1.805 -0.262 -0.177
C -2.218 -2.171 1.138 -0.871
C -0.965 -1.697 1.908 0.339
O -0.894 -1.998 3.104 -0.816
O -0.103 -1.021 1.255 -0.460
H -4.197 -1.309 -7.248 0.353
H -3.566 0.221 -6.608 0.259
H -5.254 -0.210 -6.336 0.321
H -3.284 -3.150 -5.999 0.261
H -2.382 -4.094 -3.886 0.411
H -3.389 -0.498 -1.842 0.619
H -4.260 0.471 -3.943 0.291
H -2.283 -3.254 1.271 0.436
H -3.083 -1.722 1.635 0.324
F -1.816 4.423 -0.995 -0.245
C -0.998 3.987 -1.984 0.486
F 0.107 4.749 -1.936 -0.227
F -1.611 4.248 -3.149 -0.223
S -0.692 2.117 -1.799 0.595
O -2.112 1.816 -1.857 -0.558
O -0.033 2.467 -0.439 -0.290
N 0.334 2.168 -3.025 -0.220
S 0.028 1.798 -4.510 1.005
O 0.744 2.667 -5.400 -0.736
O -1.338 1.502 -4.833 -0.556
C 0.882 0.154 -4.806 0.541
F 0.023 -0.846 -4.572 -0.172
F 1.254 0.069 -6.097 -0.252
F 1.964 -0.053 -4.058 -0.248
C 1.704 1.563 1.714 -0.884
Si 0.152 2.475 1.232 0.474
C -1.445 1.822 1.970 -0.644
C 0.379 4.322 1.589 0.174
C -0.362 4.998 2.557 -0.389
C -0.147 6.344 2.821 -0.542
C 0.825 7.039 2.118 -0.382
C 1.575 6.384 1.150 -0.682
C 1.353 5.040 0.891 -0.171
H 2.108 1.918 2.664 0.506
H 2.456 1.689 0.933 0.154
H 1.475 0.498 1.789 0.179
H -1.415 1.826 3.062 0.437
H -1.568 0.787 1.644 -0.245
H -2.309 2.399 1.635 0.348
H -1.120 4.458 3.116 0.319
H -0.746 6.852 3.568 0.358
H 1.000 8.089 2.325 0.348
H 2.327 6.924 0.587 0.369
H 1.937 4.532 0.131 0.361

=====

Record 4
48
Properties=species:S:1:pos:R:3:mulliken_charge:R:1 method="wB97M-V/def2-TZVPD" e_lumo_ha=0.02418 de_lowest_ev=17.812 energy_ha=-998.7697 homo_lumo_gap_ev=8.1
C 1.724 -1.082 4.600 -0.846
C 2.102 -1.836 3.469 -0.164
C 1.461 -1.953 2.039 -0.685
N 0.268 -1.249 1.921 0.665
C 0.419 0.244 2.116 -1.830
H 1.193 0.585 2.481 1.414
C -0.294 0.943 0.959 -0.373
O -1.414 0.383 0.363 -0.632
H -1.417 -0.553 0.129 0.337
C 0.839 0.541 -0.339 -1.451
N 0.263 0.742 -1.642 0.542
C 0.498 2.037 -2.081 -0.042
C 1.235 3.433 -1.525 -0.921
C 0.926 4.461 -2.307 -0.338
C 0.490 4.536 -3.525 -0.877
C -0.322 3.505 -3.948 0.222
C -0.169 2.434 -3.307 0.749
C -0.751 1.008 -3.543 -0.260
C -1.429 0.345 -4.825 -0.627
C -1.895 -0.941 -4.566 -0.672
C -1.323 -1.770 -3.497 -0.541
C -0.866 -1.260 -2.346 -0.798
C -0.447 0.086 -2.535 1.268
H -0.588 -1.818 -1.534 0.468
H -1.561 -2.984 -3.629 0.197
H -2.341 -1.365 -5.497 0.315
H -1.617 1.152 -5.454 0.421
H -0.776 3.407 -5.127 0.096
H 0.279 5.551 -3.914 0.326
H 1.417 5.466 -1.845 0.157
H 1.531 3.184 -0.656 0.706
H 1.893 0.920 -0.086 0.267
H 0.916 -0.601 -0.381 0.443
H -0.181 1.989 0.991 0.727
H -0.479 0.503 2.937 0.258
C -1.081 -2.136 2.304 -1.690
C -0.896 -2.330 3.813 0.196
C -1.231 -3.388 4.505 -0.724
H -1.095 -3.664 5.498 0.374
H -1.011 -4.483 3.907 0.120
H -1.274 -1.237 4.525 0.083
H -1.197 -3.008 2.043 0.971
H -1.822 -1.441 2.213 0.554
H 2.285 -1.438 1.638 0.379
H 1.401 -3.132 1.986 0.326
H 2.951 -2.503 3.589 0.405
H 2.347 -1.067 5.537 0.296
H 1.041 -0.215 4.546 0.185

=====

Record 5
49
Properties=species:S:1:pos:R:3:mulliken_charge:R:1 method="wB97M-V/def2-TZVPD" smiles="Cc1ccccc1C(=O)N1CCCN(C(=O)c2ccccc2C)CC1" e_lumo_ha=0.02664 de_lowest_ev=0.823 energy_ha=-1074.6634 homo_lumo_gap_ev=9.6
C 2.086 1.119 -1.576 -1.021
C 1.370 0.802 -2.850 0.836
C 2.029 0.890 -4.071 -0.864
C 1.375 0.629 -5.261 -0.599
C 0.037 0.274 -5.250 -0.665
C -0.632 0.173 -4.044 -0.160
C 0.027 0.428 -2.846 0.030
C -0.797 0.370 -1.594 0.642
O -1.170 1.371 -1.010 -0.696
N -1.206 -0.871 -1.222 0.235
C -0.545 -2.087 -1.636 -0.915
C 0.511 -2.534 -0.621 -0.232
H 1.330 -1.815 -0.599 0.060
H 0.916 -3.496 -0.937 0.450
C -0.046 -2.671 0.798 -1.314
N -0.374 -1.402 1.417 0.352
C 0.567 -0.794 2.186 0.183
O 1.724 -1.171 2.205 -0.681
C 0.054 0.282 3.096 0.205
C -0.590 -0.140 4.254 -0.290
C -1.032 0.780 5.187 -0.779
C -0.834 2.131 4.961 -0.560
C -0.193 2.552 3.810 -0.914
C 0.265 1.641 2.866 1.006
C 0.936 2.101 1.612 -0.992
H 1.245 3.140 1.696 0.453
H 1.809 1.486 1.409 0.308
H 0.246 2.016 0.770 0.145
H -0.040 3.608 3.638 0.394
H -1.177 2.857 5.683 0.389
H -1.526 0.443 6.086 0.397
H -0.732 -1.198 4.425 0.495
C -1.698 -0.854 1.245 -0.522
H -1.656 0.206 1.500 0.445
H -2.414 -1.343 1.920 0.323
C -2.218 -0.996 -0.197 -1.338
H -2.705 -1.965 -0.334 0.495
H -2.958 -0.207 -0.361 0.449
H -0.937 -3.304 0.804 0.476
H 0.724 -3.133 1.422 0.584
H -0.071 -1.926 -2.606 0.411
H -1.303 -2.870 -1.750 0.395
H -1.677 -0.102 -4.024 0.458
H -0.484 0.075 -6.175 0.403
H 1.907 0.707 -6.197 0.388
H 3.072 1.171 -4.085 0.410
H 3.163 1.132 -1.728 0.427
H 1.848 0.396 -0.798 -0.018
H 1.775 2.100 -1.219 0.315

=====

no.,molar mass (g/mol)
1,421.9
2,405.9
3,831.5
4,320.4
5,336.4